(1)
C40H53BF4N11Ti | ωB97M-V/def2-TZVPD

Each line ends with the Löwdin charge.
Geometry (Å):
Ti 0.56368 0.06229 0.04355  1.112
C 3.41566 -2.14960 0.59418  -0.001
C 3.55893 -0.72030 0.19988  -0.286
C 4.74700 -0.03839 -0.09218  0.018
C 4.36043 1.21560 -0.49566  -0.016
N 3.01113 1.28343 -0.42504  0.032
N 2.52180 0.09867 0.00034  -0.041
B 2.08080 2.29760 -1.11487  -0.685
N 1.34715 1.54420 -2.21561  0.043
C 1.43594 1.65786 -3.55249  -0.015
C 0.53635 0.78044 -4.10967  0.011
C -0.07575 0.13463 -3.02936  -0.303
C -1.17046 -0.87131 -3.12459  0.005
N 0.42755 0.61065 -1.88650  -0.019
N 1.00527 2.82259 -0.14007  0.032
C 0.66466 4.12360 -0.02362  -0.015
C -0.43761 4.20160 0.78635  0.010
C -0.74285 2.88281 1.13494  -0.296
C -1.89596 2.55359 2.03002  -0.027
N 0.13943 2.04374 0.55411  0.008
N 2.91101 3.47577 -1.57947  -0.018
C 3.65116 4.25320 -0.75132  -0.111
C 4.24691 5.23160 -1.50644  -0.012
C 3.81098 4.97828 -2.82068  -0.343
C 4.14679 5.73908 -4.05711  -0.031
N 3.01241 3.92595 -2.83662  0.120
H 3.69234 -2.78934 -0.24260  0.097
H 4.06699 -2.39467 1.43027  0.095
H 2.38299 -2.35639 0.85514  0.047
H 5.74479 -0.41954 -0.02325  0.112
H 4.95324 2.04503 -0.82371  0.126
H 2.10915 2.36155 -3.99481  0.101
H 0.34330 0.62634 -5.15212  0.111
H -1.25788 -1.22101 -4.15060  0.092
H -0.98547 -1.72996 -2.47975  0.060
H -2.11417 -0.41102 -2.82740  0.065
H 1.20029 4.90481 -0.52077  0.130
H -0.96871 5.08423 1.07859  0.116
H -1.58400 2.21877 3.02099  0.077
H -2.47246 3.46598 2.17151  0.090
H -2.53835 1.78691 1.59493  0.073
H 3.69223 4.06440 0.30427  0.129
H 4.90058 6.01402 -1.17780  0.100
H 4.85039 6.53539 -3.82614  0.074
H 4.58917 5.07705 -4.79986  0.078
H 3.24627 6.17619 -4.48777  0.080
C 2.59291 1.31558 3.03458  -0.052
C 1.16936 0.86530 3.34547  -0.229
N 0.78814 -0.33635 2.59830  -0.186
C 1.36504 -1.53304 3.22422  -0.231
C 0.78595 -1.96616 4.57785  -0.055
C -0.66681 -0.42724 2.44857  -0.197
C -1.05788 -1.67922 1.67380  -0.188
N -0.27465 -1.71175 0.45904  -0.079
C -0.09071 -2.87865 -0.15871  -0.190
C 0.81382 -2.94051 -1.25845  -0.161
F 1.47518 -1.77586 -1.55826  0.048
C 1.06218 -4.06877 -2.00169  -0.212
F 1.93989 -4.01751 -3.02317  0.090
C 0.42139 -5.26816 -1.72108  0.073
C -0.45006 -5.26409 -0.64231  -0.211
F -1.09930 -6.40549 -0.33854  0.093
C -0.68350 -4.14358 0.12873  -0.122
F -1.54553 -4.29188 1.17579  0.059
H 2.79283 2.25489 3.54774  0.083
H 2.68957 1.47463 1.96383  0.046
H 3.33388 0.58752 3.35437  0.072
H 0.50641 1.67895 3.05309  0.090
H 1.06256 0.72167 4.43303  0.120
H 2.43517 -1.35377 3.33745  0.109
H 1.24751 -2.37031 2.53565  0.097
H 0.91682 -1.20396 5.34246  0.068
H 1.31181 -2.85911 4.90652  0.082
H -0.26972 -2.21919 4.50390  0.072
H -0.97471 0.41760 1.83075  0.062
H -1.20057 -0.40876 3.41665  0.147
H -2.13831 -1.63800 1.45364  0.132
H -0.88710 -2.55983 2.30078  0.111
H 0.59394 -6.15583 -2.29984  0.132
C -4.00047 -3.84954 -0.81365  -0.053
C -4.45302 -2.44821 -0.54369  -0.299
C -5.75713 -2.18830 -0.11598  -0.063
C -6.19408 -0.88302 0.11002  -0.310
C -7.55174 -0.63741 0.69768  -0.066
C -5.37039 0.17665 -0.20546  -0.023
C -4.03972 -0.04055 -0.66435  -0.339
C -3.59093 -1.39175 -0.71233  -0.044
N -3.16189 0.84999 -1.09253  0.023
C -3.50511 2.14069 -1.61823  -0.636
C -4.53502 2.00577 -2.75599  -0.049
C -4.05770 3.12675 -0.55762  -0.045
C -2.20414 2.68946 -2.21718  -0.052
H -4.82457 -4.44971 -1.19277  0.077
H -3.63869 -4.32266 0.09664  0.065
H -3.19352 -3.85393 -1.54459  0.070
H -6.42748 -3.01552 0.06145  0.095
H -8.20966 -1.48550 0.52885  0.067
H -8.00102 0.25937 0.27799  0.070
H -7.46158 -0.48561 1.77406  0.075
H -5.72379 1.18386 -0.05830  0.087
H -2.56560 -1.55224 -1.00300  0.066
H -5.48588 1.64408 -2.37521  0.066
H -4.17341 1.30685 -3.50647  0.077
H -4.68887 2.97488 -3.22106  0.074
H -5.10893 3.33686 -0.73632  0.069
H -3.95799 2.71914 0.44169  0.043
H -3.51047 4.06594 -0.58986  0.064
H -1.88590 2.05007 -3.03524  0.063
H -1.42208 2.68486 -1.46264  0.047
H -2.33839 3.70030 -2.59357  0.080

**Orbital gap (spin up / spin down)**: 0.158 / 0.170 Eh
**ΔE to the lowest compared entry with this formula, charge and spin**: 43.9 kcal per mole
**⟨S²⟩**: 0.7542
**Highest occupied orbital energy (spin up / spin down)**: -0.178 / -0.178 Ha
**Spin multiplicity**: 2

---

(2)
C39H38O23 | ωB97M-V/def2-TZVPD

Each line ends with the Löwdin charge.
Geometry (Å):
O 0.37518 8.24433 -3.91978  0.047
C 0.02909 7.38983 -4.79610  -0.394
C 0.10963 5.96524 -4.57100  0.069
C -0.42342 4.92615 -5.47587  -0.181
O -0.69618 3.67695 -5.23019  0.147
C -0.82076 5.35570 -6.89339  -0.325
O -1.11668 4.56250 -7.78333  0.110
C -0.66718 6.79726 -7.22880  0.149
C -0.36772 7.82014 -6.09843  -0.152
O -0.31121 9.16985 -6.37836  0.069
H 0.24585 5.74375 -3.38736  0.160
H -0.62160 3.42152 -4.31760  0.102
H -0.86675 6.87898 -8.17808  0.045
H -0.37909 9.38064 -5.39730  0.122
O 0.37882 -6.60013 0.93743  0.104
C -0.77865 -6.20955 0.81911  -0.434
C -1.19155 -4.99081 0.25601  0.081
C -2.71770 -4.64755 0.13566  -0.044
O -3.15927 -3.28113 0.02564  0.082
C -3.69793 -5.73017 0.24812  -0.420
O -4.87198 -5.48947 -0.03002  0.103
C -3.36253 -6.80922 1.11900  0.090
C -1.84939 -7.04656 1.41222  -0.046
O -1.49899 -8.21867 2.11655  0.120
H -0.31118 -4.23195 0.28706  0.137
H -2.33017 -2.85499 0.08275  0.031
H -4.14425 -7.47772 1.45420  0.117
H -0.63110 -8.30370 2.14143  0.016
O 0.09362 3.42046 -1.90880  0.081
C -0.31975 2.51795 -1.18411  -0.346
C -0.32794 1.10002 -1.64262  0.162
C -1.00353 -0.03717 -0.74211  -0.161
O -1.06358 -1.31432 -1.10160  0.084
C -1.53512 0.45471 0.50847  -0.356
O -2.03297 -0.33838 1.34936  0.055
C -1.42782 1.84606 0.98564  0.089
C -0.82429 2.86642 0.14004  -0.159
O -0.79111 4.18225 0.61425  0.079
H 0.10030 0.78665 -2.52286  0.071
H -1.06549 -1.20204 -2.08991  0.153
H -1.87249 1.81045 2.14549  0.176
H -0.21268 4.64200 0.01148  0.049
O 3.14044 -6.72913 -2.64690  0.080
C 2.72028 -5.55267 -2.83263  -0.433
C 3.60341 -4.58319 -3.15146  0.069
C 3.22313 -3.08404 -3.41744  -0.075
O 4.02409 -1.96641 -3.70884  0.103
C 1.78262 -2.77387 -3.42892  -0.315
O 1.46565 -1.58755 -3.65457  0.079
C 0.79262 -3.85247 -2.92265  0.117
C 1.31495 -5.19832 -2.74799  -0.130
O 0.49943 -6.23672 -2.28405  0.100
H 4.74045 -4.93855 -3.21679  0.166
H 4.91370 -2.28400 -3.67683  0.101
H -0.20670 -3.52492 -2.87310  0.086
H 0.85249 -7.05654 -2.24770  0.047
O 1.25911 -1.65870 4.10232  0.069
C 1.46855 -1.19544 2.94382  -0.300
C 1.61796 0.22645 2.48455  0.100
C 2.09364 0.45925 1.11206  -0.109
O 2.60101 1.69403 0.64507  0.115
C 2.19906 -0.58178 0.04516  -0.335
O 2.48134 -0.25747 -1.16681  0.066
C 1.77841 -1.86965 0.49430  0.061
C 1.37638 -2.22929 1.86454  -0.108
O 1.26650 -3.59511 2.21753  0.028
H 1.70051 0.83350 3.35979  0.107
H 2.56107 2.11542 1.42582  0.036
H 2.11779 -2.65261 -0.24452  0.137
H 0.78204 -3.78585 3.09047  0.118
C 3.26119 6.97403 0.26720  0.012
C 2.80343 5.63930 -0.40617  -0.419
C 3.63473 5.03046 -1.48602  0.029
O 1.65881 5.38087 -0.21213  0.072
H 2.82890 7.16898 1.20544  0.066
H 3.11975 7.88477 -0.48601  0.147
H 4.19738 7.17850 0.23257  -0.018
H 4.57369 4.85051 -1.23988  0.044
H 3.64374 5.66465 -2.27513  0.070
H 3.21752 4.11622 -1.72983  0.072
C -2.05780 2.20750 7.38934  -0.026
C -1.03254 2.08632 6.32915  -0.445
C -1.11125 1.18527 5.08551  -0.010
O 0.01558 2.74474 6.47597  0.026
H -2.94966 2.45740 6.89358  0.063
H -2.02868 3.00128 8.04309  0.048
H -1.99348 1.18281 7.99563  0.151
H -0.44504 0.40955 5.03362  0.026
H -0.97291 1.83672 4.15240  0.098
H -2.08119 0.73765 4.98193  0.059
C -2.56420 -2.13615 3.92431  -0.001
C -2.33755 -3.65292 3.70740  -0.357
C -3.51574 -4.54432 3.71869  0.012
O -1.11930 -4.05485 3.69178  0.004
H -1.51549 -1.56837 4.01584  0.115
H -3.12076 -2.04356 4.82137  0.070
H -3.05994 -1.69513 3.14486  0.026
H -3.14463 -5.52277 3.71842  0.070
H -3.94528 -4.32754 2.91252  0.004
H -4.16969 -4.50256 4.61802  0.129

**Orbital gap**: 0.232 Eh
**ΔE to the lowest compared entry with this formula, charge and spin**: 0.0 kcal per mole
**SMILES string**: O=C1C=C(O)C(=O)C=C1O.O=C1C=C(O)C(=O)C=C1O.O=C1C=C(O)C(=O)C=C1O.O=C1C=C(O)C(=O)C=C1O.O=C1C=C(O)C(=O)C=C1O.CC(C)=O.CC(C)=O.CC(C)=O
**Highest occupied orbital energy**: -0.330 Ha

---

(3)
C46H35Br2Cl3N6O4ReS | ωB97M-V/def2-TZVPD

Each line ends with the Löwdin charge.
Geometry (Å):
Re 0.00000 0.00000 0.00000  1.572
Br 4.29197 2.74729 4.92225  0.815
C 3.51293 1.91522 3.41294  -0.660
C 4.04866 2.13117 2.14986  -0.069
C 3.46842 1.50891 1.03553  0.049
C 2.34469 0.66574 1.12449  -0.353
O 1.84469 0.08022 0.10699  -0.234
C 1.83489 0.50837 2.43276  -0.291
C 0.65372 -0.35136 2.62423  0.014
N -0.38854 -0.22058 1.87234  -0.104
C -1.42986 -1.14196 2.02271  -0.174
C -2.09469 -1.36062 3.23640  0.038
C -3.12162 -2.30031 3.31636  -0.016
C -3.49349 -3.01530 2.17794  0.022
C -2.84497 -2.77924 0.95183  -0.125
C -3.17802 -3.46134 -0.22838  0.059
C -2.49144 -3.17605 -1.40556  0.022
C -1.49969 -2.21199 -1.36464  -0.115
N -1.16520 -1.53575 -0.25225  -0.099
C -1.81231 -1.82271 0.87996  -0.159
C 2.40542 1.09534 3.56994  -0.060
H 4.91152 2.77132 2.00428  0.120
H 3.90331 1.67899 0.05092  0.131
H 0.72299 -1.10230 3.43025  0.180
H -1.80382 -0.78912 4.11181  0.132
H -3.62809 -2.47124 4.26154  0.128
H -4.29113 -3.74965 2.24531  0.133
H -3.96126 -4.21228 -0.23315  0.140
H -2.71897 -3.68996 -2.33103  0.127
H -0.92099 -1.94267 -2.24319  0.049
H 1.96644 0.92594 4.54542  0.140
C 0.51182 2.18756 2.03635  -0.020
O -0.09461 1.71178 0.84286  -0.252
C -0.88737 2.59014 0.13177  -0.145
C -1.13720 3.90615 0.52115  -0.029
C -1.96484 4.70308 -0.26017  -0.644
Br -2.31788 6.48538 0.26686  0.833
C -2.53948 4.20158 -1.42613  -0.030
C -2.30052 2.88067 -1.85563  -0.042
C -1.47263 2.07848 -1.05895  -0.135
O -1.17122 0.77531 -1.30016  -0.091
C -2.97708 2.46839 -3.08993  -0.251
N -4.09369 3.01250 -3.54523  0.191
C -4.37435 2.39466 -4.73312  -0.233
C -5.43633 2.60709 -5.62322  0.017
C -5.50513 1.82283 -6.78028  -0.066
C -4.53740 0.84933 -7.04081  -0.073
C -3.45976 0.63730 -6.16947  -0.014
C -3.41374 1.43916 -5.02670  -0.204
N -2.51442 1.54240 -3.99487  0.144
H 1.19325 3.01919 1.82892  0.154
H 1.10509 1.37058 2.45828  -0.083
H -0.24304 2.46766 2.77814  0.154
H -0.70917 4.32468 1.42479  0.116
H -3.19219 4.84446 -2.01744  0.125
H -1.46282 0.24601 -2.03436  0.127
H -6.18132 3.36598 -5.41144  0.120
H -6.32320 1.97564 -7.48054  0.113
H -4.61989 0.24722 -7.94375  0.111
H -2.70760 -0.11392 -6.38038  0.101
H -1.63084 1.05933 -3.94302  0.145
Cl 1.78521 -8.33003 -8.13600  0.689
C 1.87538 -7.01846 -6.97468  -0.632
C 0.70832 -6.43143 -6.49343  -0.093
C 0.77837 -5.38933 -5.56904  -0.039
C 2.01904 -4.90526 -5.10156  -0.169
C 1.97714 -3.76921 -4.07591  -0.304
C 1.35757 -2.49712 -4.68833  -0.054
N 1.28324 -1.44425 -3.69903  -0.003
C 1.91871 -0.18779 -3.74474  0.033
C 1.59543 0.46679 -2.57408  -0.030
N 0.76492 -0.39169 -1.82494  -0.135
C 0.58270 -1.47554 -2.47625  -0.172
O 3.27212 -3.44685 -3.59284  -0.158
C 3.38837 -3.55141 -2.18290  -0.167
C 3.83993 -4.93028 -1.77421  -0.340
C 5.06253 -5.20208 -1.16066  -0.939
Cl 6.31789 -4.04797 -0.74616  0.645
S 5.17263 -6.85166 -0.86713  1.038
C 3.67148 -7.24855 -1.50764  -0.385
C 3.06343 -6.08751 -1.96284  -0.158
C 3.20800 -5.51779 -5.60151  -0.515
Cl 4.84629 -5.05077 -5.14554  0.756
C 3.11595 -6.56290 -6.53065  -0.116
H -0.25749 -6.78372 -6.83272  0.110
H -0.14923 -4.96239 -5.20899  0.107
H 1.29709 -4.11711 -3.26372  0.144
H 0.33312 -2.69763 -5.06570  0.137
H 1.98380 -2.16198 -5.54437  0.164
H 2.54428 0.18235 -4.54618  0.142
H 1.91625 1.45491 -2.27326  0.128
H -0.01271 -2.30413 -2.11721  0.086
H 2.46111 -3.27134 -1.63745  0.120
H 4.13629 -2.79590 -1.86806  0.115
H 3.24503 -8.24126 -1.55598  0.081
H 2.08172 -6.09386 -2.41296  0.105
H 4.01796 -7.02621 -6.91156  0.109
H 0.77334 -1.51667 0.27622  0.148

**Orbital gap (spin up / spin down)**: 0.213 / 0.214 Eh
**ΔE to the lowest compared entry with this formula, charge and spin**: 126.8 kcal per mole
**⟨S²⟩**: 0.7559
**Highest occupied orbital energy (spin up / spin down)**: -0.455 / -0.455 Ha
**Total charge**: +2
**Spin multiplicity**: 2

---

(4)
CH5N3OS | ωB97M-V/def2-TZVPD

Each line ends with the Löwdin charge.
Geometry (Å):
C -0.48476 0.16192 -0.42545  -0.353
N 0.29212 0.88176 0.59428  -0.185
N -0.90104 -1.04561 0.07165  -0.316
N 0.72677 2.09549 0.44042  0.011
O 0.60012 -2.09089 -1.61532  -0.549
S 0.16850 -2.34594 -0.24651  0.891
H -1.26166 0.83896 -0.66057  0.112
H 0.13762 -0.00101 -1.32071  0.107
H 0.81327 0.23348 1.18787  0.118
H -1.57508 -0.98669 0.87924  0.134
H 1.48415 2.25853 1.09510  0.030

**Orbital gap (spin up / spin down)**: 0.291 / 0.339 Eh
**ΔE to the lowest compared entry with this formula, charge and spin**: 0.0 kcal per mole
**⟨S²⟩**: 2.0078
**Highest occupied orbital energy (spin up / spin down)**: -0.268 / -0.374 Ha
**Spin multiplicity**: 3

---

(5)
C6H14NS | ωB97M-V/def2-TZVPD

Each line ends with the Löwdin charge.
Geometry (Å):
C -1.39246 0.57391 0.70342  -0.321
C -0.35703 1.57554 0.98157  -0.777
S 0.22095 2.69888 -0.39707  0.083
C -1.05963 -0.19226 -0.58535  -0.267
N -0.57541 -1.73229 0.09379  0.038
C 1.30948 -2.60839 1.87444  -0.064
C 0.33888 -0.96863 -0.63789  -0.446
C 0.81910 -1.50998 -1.99361  -0.059
H -1.47951 -0.15230 1.51219  0.092
H -2.41315 1.03373 0.65021  0.113
H 0.58864 1.15236 1.41551  0.033
H -0.54167 2.15031 1.92477  0.043
H -1.90231 -0.88683 -0.76023  0.122
H -0.97263 0.51031 -1.40574  0.090
H 0.34331 -3.08952 1.81312  0.010
H 2.00488 -3.02197 1.09509  0.033
H 1.99991 -2.75088 2.70417  0.009
H 1.15154 -1.55509 1.71364  -0.010
H 1.03501 -0.41891 -0.07999  0.088
H 1.72107 -2.08474 -1.86932  0.049
H 0.92677 -0.85926 -2.88078  0.074
H 0.08080 -2.30445 -2.19153  0.066

**Orbital gap**: 0.228 Eh
**ΔE to the lowest compared entry with this formula, charge and spin**: 110.9 kcal per mole
**Highest occupied orbital energy**: -0.094 Ha
**Total charge**: -1

---

| no. | electronic energy (Ha) |
| --- | --- |
| 1 | -3432.21294 |
| 2 | -3238.74917 |
| 3 | -9407.52121 |
| 4 | -678.66650 |
| 5 | -689.79858 |